(1)
C11H40F3MnNO16S | wB97M-V/def2-TZVPD

- Total energy: -96610.5404 eV
- Total charge: 0
- 2S+1: 6
- LUMO (alpha / beta): 0.51 / 0.51 eV
- HOMO energy (alpha / beta): -0.353 / -0.366 Eh
- F_max: 2.93 eV Å⁻¹

Atoms and positions in Å:
O -3.9130 0.0266 -1.5060
H -5.8361 0.8407 -1.4954
H 1.6532 -5.0882 -2.9327
O 1.7146 1.2033 -0.1651
O 2.0339 -1.6261 0.1290
H 1.2548 -0.3510 -2.9664
H 1.7109 -0.7632 2.9590
H -3.5289 -0.6977 -1.0554
H -1.4972 -0.4345 -2.8370
F 3.7698 4.3292 -0.4134
H 2.0865 -2.5461 -0.2666
O -1.2747 0.8680 -0.8901
O 2.2587 0.7735 -3.3553
H 4.1171 1.6926 -3.7291
H 3.3904 -0.1743 0.8045
H 0.7607 0.5857 3.6699
H 4.0966 -1.5193 -0.0044
C -1.5575 1.9765 -1.8027
H -0.5044 -0.9613 2.3089
H 1.7632 0.8562 2.2364
O 0.5562 -0.9070 -2.4708
C 3.2787 -1.2608 0.6457
H -5.6987 -0.8503 -0.8948
H 3.9901 0.0584 -4.2790
C -5.1900 0.1212 -0.9440
H -1.4646 2.9212 -1.2916
H -2.2688 0.4031 3.1354
O -2.0968 -1.6389 0.1485
H -0.5663 -0.4427 -4.1767
H -1.0691 -4.2637 3.5908
C 3.6992 0.7044 -3.4722
H -5.0751 0.5221 0.0615
H 2.7895 -3.6877 -2.8758
F 3.5536 3.1114 1.3517
H -2.2974 2.5369 1.9830
H -0.5880 -4.1808 1.9161
H -2.4745 1.8651 -2.3157
Mn 0.2994 -0.4834 -0.3278
H -0.0975 5.0940 3.4588
O -0.4870 -2.8504 -0.6114
H -3.7860 1.3674 3.1471
O -2.5166 1.6881 1.5313
C -3.0865 0.8093 2.5398
N -1.6680 -2.7593 -0.2116
O -1.4910 -2.4572 2.7421
O 1.6327 2.8852 -1.9660
H -0.7109 3.5784 2.0765
H -1.6898 4.9167 4.2786
H -0.8041 1.9445 -2.6010
H -0.2964 3.7108 4.5462
O -2.4148 -3.7684 -0.2127
H -3.6032 0.0865 1.9432
H -2.0973 -2.6130 2.0236
O -1.3786 3.6446 2.7543
O 1.9679 -4.0651 -1.0530
H -0.8383 -2.0220 -3.4376
H 3.4687 -1.7454 1.6117
O 0.8473 3.3829 0.3836
H 1.1018 -3.3439 -2.8204
C -0.8515 4.3589 3.8287
H -1.8023 1.1414 -0.0838
H 4.0915 0.3111 -2.5173
F 4.3660 2.2129 -0.5133
O -0.0091 -0.2245 1.8985
C 3.3948 3.0534 -0.0026
C -0.6564 -0.9880 -3.2758
H 0.3724 -3.2945 3.1577
H 1.0985 -4.3226 -0.6994
C 1.8600 -4.0420 -2.4964
S 1.6304 2.6226 -0.5247
C 1.1135 0.1434 2.7218
H 2.0949 1.6285 -2.9316
C -0.6313 -3.6035 2.8431

Here are the Löwdin charges for atoms 1 to 2, given in e: -0.12, 0.09

***

(2)
C41H42ClGe2N3OS2SiW | wB97M-V/def2-TZVPD

- Total energy: -206641.9449 eV
- Total charge: +1
- Energy above the lowest of the compared OMol25 structures with the same formula, charge and spin: 22.8 kcal/mol
- 2S+1: 4
- LUMO (alpha / beta): -3.35 / -4.23 eV
- HOMO energy (alpha / beta): -0.365 / -0.399 Eh
- F_max: 1.44 eV Å⁻¹

Atoms and positions in Å:
C -0.5587 4.0711 3.8774
Ge -1.3386 -3.9835 -1.9368
Cl 0.9149 -1.6726 0.0654
C 3.8804 0.1036 6.6920
N 0.0320 1.7514 -0.1569
C -0.9237 -1.4338 5.3184
C -1.7307 -4.0476 -0.0060
C 2.9919 -5.2098 2.6649
S -1.8266 -0.1687 -1.0021
H 0.8792 -2.6137 -4.8555
H 4.3736 -0.3954 7.5163
H -0.9032 -4.4920 0.5469
C 1.9895 -0.8914 -5.4893
H 3.8322 -2.3353 -1.6792
C 4.6217 -5.5053 -0.7991
C 2.4216 0.0178 4.7670
C 2.6310 1.3846 4.5758
H 0.6634 4.8673 2.2945
H 5.7769 -3.7176 -1.0605
C -1.3985 -1.3145 2.9859
N -0.8852 1.8640 2.1934
H 1.8676 -1.1122 -6.5419
H 2.1523 1.8768 3.7360
C 3.8622 -4.1371 2.7828
C 1.1327 -3.7255 3.0043
H -4.2082 -2.0147 4.7142
H -0.6003 -6.4559 -2.0600
H -3.7257 -3.6705 -2.6189
H 4.9300 -4.2902 2.6906
C 2.7038 0.2274 -5.0848
H -1.8913 -3.0320 0.3594
H -0.2187 -1.3744 6.1398
H 3.1479 0.8830 -5.8225
H -0.4710 -5.6934 -3.6472
H -2.7062 -3.0514 -3.9220
H 1.2652 -5.7237 -1.1495
C 2.2569 -5.2848 -1.1364
C 3.6914 -3.3789 -1.4209
H 3.5985 3.1661 5.2795
C -3.1695 -1.7839 4.5207
H -3.4506 -1.6151 2.4003
H 4.0576 -2.0369 3.1424
C 4.7879 -4.1570 -1.0864
H 3.3780 -6.2062 2.4953
H -0.4525 4.9250 4.5317
S -1.1208 1.0541 -3.7171
C 1.4314 -1.7333 -4.5399
H -2.9827 -2.0715 -2.4642
C -2.2581 -1.7286 5.5673
C 0.3552 2.8669 0.4734
Ge 0.8825 -2.7846 -1.8956
H -2.1049 1.0773 3.6632
C -2.8344 -3.0809 -2.8410
C -0.8758 0.9206 -2.0101
C 2.4146 -3.9381 -1.4460
C 2.8626 0.4998 -3.7344
C -1.4750 1.9152 3.3985
C -0.4626 -1.2289 4.0211
H 0.7791 3.7071 -0.0592
H 5.4817 -6.1140 -0.5503
H -1.8312 2.9541 5.2201
H -2.0527 -6.1760 -3.0278
Si 1.3537 -0.9038 3.5435
H 4.7165 2.0230 7.1597
C 3.3669 -2.8661 3.0284
C 1.9950 -2.6363 3.1521
C 1.6250 -5.0001 2.7687
C 3.0583 -0.6143 5.8361
C 3.3578 -6.0725 -0.8359
C -0.1111 2.9340 1.8174
C 0.0575 4.0437 2.6466
H -2.2989 -0.3566 -5.1605
C 2.3120 -0.3482 -2.7853
H -1.6517 -1.2797 -3.7812
H 0.9414 -5.8369 2.6840
C -2.7428 -1.5674 3.2191
C 4.0753 1.4626 6.4918
N -0.0336 1.7725 -1.5108
H -3.1323 -0.2818 -3.5848
H 0.0616 -3.5907 3.0981
C -1.3364 2.9790 4.2606
H 3.2294 -7.1275 -0.6297
H 3.4092 1.3775 -3.4150
H -1.0551 -1.3662 1.9140
O 1.1759 0.0461 2.2480
H 2.9131 -1.6781 5.9927
C -1.0830 -5.7642 -2.7486
C 1.5843 -1.4648 -3.1809
C 3.4473 2.1049 5.4331
H -2.5882 -1.9300 6.5783
C -2.1695 -0.3721 -4.0805
H -2.6353 -4.6277 0.1789
H 2.4555 -0.1323 -1.7335
W -0.4236 0.1521 0.9928

Here are the Löwdin charges for atoms 1 to 2, given in e: -0.03, 0.74